1.
Formula: C18H32AlBeCsF2Li2N2O9P2
Source: the OMol25 dataset
Level of theory: the ωB97M-V functional and the def2-TZVPD basis

Values from the calculation:
Energy above the lowest of the compared OMol25 structures with the same formula, charge and spin (kcal/mol): 61.6
HOMO-LUMO gap (eV): 1.5
Net charge: +2
Total energy (eV): -72531.247

Cartesian coordinates (Å):
C 3.4000 -1.9250 1.5229
C 2.7521 -0.5611 1.5705
C 3.0129 0.2577 0.3041
C 2.4416 1.7050 0.3516
C 1.2890 1.9147 -0.6524
C -0.0914 2.0025 0.0446
C -0.1879 0.8048 1.0045
C -1.5890 0.1962 1.1834
C -1.5788 -1.3532 1.3441
N -2.9744 -1.8647 1.4569
P -0.8541 -2.2472 -0.0376
N -2.0601 -3.2777 -0.7319
O -0.4800 -1.1931 -1.2602
H 4.4020 -1.9288 1.9175
H 2.7200 -2.5712 2.2436
H 3.3329 -2.3945 0.5510
H 1.6964 -0.7403 1.7599
H 3.1256 0.0200 2.4071
H 4.0911 0.3554 0.2331
H 2.7165 -0.2678 -0.6006
H 3.2371 2.3838 0.0783
H 2.1597 1.9227 1.3743
H 1.4398 2.8546 -1.1737
H 1.2362 1.1096 -1.3751
H -0.8919 1.9211 -0.6863
H -0.1145 2.9462 0.5778
H 0.4440 0.0402 0.5879
H 0.2611 1.0741 1.9461
H -2.3339 0.5525 0.3932
H -1.9986 0.6106 2.1615
H -3.1131 -2.3663 2.3277
H -3.6064 -1.0835 1.3644
H -2.2894 -2.9918 -1.6900
H -1.6932 -4.2233 -0.7566
H 0.4853 -1.1815 -1.3456
Cs -3.8940 1.1937 1.7093
C 5.6066 -0.1800 4.2403
C 6.8379 -0.9565 4.6416
O 7.7398 0.0758 4.9975
C 6.9934 1.1306 5.4381
O 7.4120 2.0491 6.0444
O 5.6871 0.9718 5.0796
F 7.3482 -1.6558 3.5998
H 5.6411 0.1319 3.1935
H 4.6851 -0.7304 4.4194
H 6.6954 -1.6265 5.4902
C -3.1913 -2.4743 -4.6548
C -1.9534 -1.8387 -4.6551
C -1.2976 -1.6403 -5.8584
C -1.8806 -2.0635 -7.0482
C -3.1194 -2.6941 -7.0416
C -3.7757 -2.9059 -5.8430
H -3.7233 -2.6507 -3.6986
H -1.5049 -1.5040 -3.7260
H -0.3317 -1.1551 -5.8725
H -1.3661 -1.9031 -7.9853
H -3.5666 -3.0224 -7.9694
H -4.7385 -3.4133 -5.8378
Be -3.3610 -4.2321 -2.9155
F 3.0248 -3.7638 2.9594
O -4.8939 5.1798 0.0346
P -5.4336 6.4358 -0.6323
O -6.8424 6.1172 -1.1024
O -4.5376 6.8890 -1.8361
O -5.4298 7.6369 0.3350
Li -2.4483 6.8719 -2.1996
Li -5.8812 -2.9648 -3.4517
Al -4.4109 8.8316 -1.0029
O -4.2943 -0.3035 5.8572
H -4.3719 -0.6971 6.7389

Atomic partial charges in e from the Löwdin method, atoms 1 to 2:
1. C -0.05
2. C -0.25

***

2.
Formula: C26H18F3N5O6Os
Source: the OMol25 dataset
Level of theory: the ωB97M-V functional and the def2-TZVPD basis

Values from the calculation:
Energy above the lowest of the compared OMol25 structures with the same formula, charge and spin (kcal/mol): 34.1
HOMO-LUMO gap (spin up / spin down) (eV): 5.8 / 3.0
Net charge: +2
2S+1: 5
Total energy (eV): -57588.915

Cartesian coordinates (Å):
Os -1.2903 3.1501 0.2556
O -3.1039 2.3333 3.8946
C -2.3152 2.1675 3.0083
O -2.3159 2.7468 1.8493
C -1.1990 1.1337 3.1571
C -1.4746 -0.0152 3.8985
C -0.5488 -1.0455 3.9957
C 0.6535 -0.8772 3.3361
O 1.7062 -1.7134 3.2334
C 2.7136 -1.0243 2.5308
O 2.1803 0.2076 2.0818
C 0.9442 0.3073 2.6258
C 0.0359 1.3364 2.5331
H -2.4243 -0.0880 4.4078
H -0.7468 -1.9376 4.5656
H 3.0481 -1.6214 1.6706
H 3.5739 -0.8338 3.1923
H 0.3030 2.2815 2.0560
N 0.5171 -3.6909 -1.1071
C 0.2253 -5.0259 -1.0089
C 0.9535 -6.1786 -1.2474
C 0.3264 -7.3908 -0.9718
C -0.9952 -7.4567 -0.5063
C -1.7402 -6.3196 -0.2907
C -1.1154 -5.0774 -0.5154
N -1.5717 -3.8273 -0.3337
C -0.5944 -3.0059 -0.6917
C -0.7241 -1.5787 -0.5993
C -1.9612 -1.0231 -0.2279
C -2.0981 0.3413 -0.1231
N -1.0749 1.1983 -0.3178
C 0.1099 0.6720 -0.6779
C 0.3239 -0.6769 -0.8418
H 1.3694 -3.3055 -1.4820
H 1.9658 -6.1508 -1.6196
H 0.8729 -8.3094 -1.1281
H -1.4320 -8.4260 -0.3247
H -2.7711 -6.3560 0.0201
H -2.7930 -1.6816 -0.0344
H -3.0577 0.7769 0.1296
H 0.9242 1.3659 -0.8473
H 1.2999 -1.0138 -1.1519
F 2.2893 4.5389 -5.5318
C 2.7883 4.5066 -4.3036
F 3.5858 3.4252 -4.2157
F 3.5507 5.5779 -4.1210
C 1.7103 4.3818 -3.2421
C 2.0820 4.4248 -1.9014
C 1.1290 4.1300 -0.9488
N -0.1329 3.7848 -1.2622
C -0.5038 3.8384 -2.5483
C 0.3846 4.1305 -3.5698
H 3.0941 4.6636 -1.6114
H 1.3825 4.1546 0.1073
H -1.5430 3.6205 -2.7677
H 0.0555 4.1416 -4.5971
O -3.1123 5.3116 1.9431
N -2.1752 5.7701 1.4069
O -1.2842 5.2318 0.7704

Atomic partial charges in e from the Löwdin method, atoms 1 to 2:
1. Os 1.41
2. O 0.14

***

3.
Formula: C41H37F5P2SV
Source: the OMol25 dataset
Level of theory: the ωB97M-V functional and the def2-TZVPD basis

Values from the calculation:
Energy above the lowest of the compared OMol25 structures with the same formula, charge and spin (kcal/mol): 0.0
HOMO-LUMO gap (spin up / spin down) (eV): 7.1 / 5.9
Net charge: +2
2S+1: 2
Total energy (eV): -111784.427

Cartesian coordinates (Å):
V -1.4806 0.8115 -4.7581
C -2.6539 1.0609 -6.2732
C -2.4582 -0.3740 -5.9761
C -1.4364 -1.1899 -6.7131
C -0.0500 -0.5172 -6.7606
C 0.2217 0.3647 -5.5710
C -0.0395 1.8353 -5.6129
C -0.5910 2.4715 -6.8585
C -1.8876 1.7896 -7.3474
C 1.4984 -0.3760 0.0818
H -3.6805 1.4261 -6.1642
H -3.3803 -0.9387 -5.7717
H -1.7917 -1.3825 -7.7381
H -1.3363 -2.1866 -6.2542
H 0.7096 -1.3152 -6.7770
H 0.0668 0.0193 -7.7099
H 1.0829 0.0630 -4.9756
H 0.6908 2.4506 -5.0775
H 0.1415 2.4945 -7.6845
H -0.8264 3.5218 -6.6374
H -2.5467 2.5826 -7.7415
H -1.7034 1.1277 -8.2029
H 0.6348 0.3002 0.1809
H 2.3002 -0.0508 0.7599
H 1.1859 -1.3903 0.3376
P -1.3011 -0.6788 -1.5176
P 2.1858 -0.3558 -1.5632
C -0.1400 -1.0673 -2.8833
C 1.2238 -1.1556 -2.7976
C -2.4403 -2.1259 -1.5088
C -2.6114 -2.9047 -2.6611
C -3.3975 -4.0549 -2.6249
C -4.0395 -4.4272 -1.4412
C -3.9608 -3.5958 -0.3169
C -3.1722 -2.4463 -0.3467
C -2.2576 0.4775 -2.6774
C -1.6906 1.8244 -2.8267
C -2.5637 2.8758 -3.2360
C -3.9449 2.6737 -3.1931
C -4.4925 1.3985 -3.0685
C -3.6616 0.2938 -2.9046
C 3.7716 -1.2741 -1.4283
C 3.7047 -2.6383 -1.0837
C 4.8671 -3.4105 -0.9765
C 6.1145 -2.8225 -1.2033
C 6.1977 -1.4656 -1.5227
C 5.0368 -0.6859 -1.6156
C 2.5534 1.3592 -1.9877
C 2.2361 2.4420 -1.1471
C 2.4933 3.7496 -1.5716
C 3.0576 3.9905 -2.8270
C 3.3643 2.9132 -3.6661
C 3.1341 1.6049 -3.2398
H -0.6469 -1.3568 -3.8591
H 1.8187 -1.6614 -3.5787
H -2.1230 -2.6202 -3.5945
H -3.5034 -4.6463 -3.5334
H -4.6240 -5.3484 -1.4099
H -4.5248 -3.8485 0.5834
H -3.1178 -1.7914 0.5223
H -0.7040 2.0388 -2.3882
H -2.1773 3.8869 -3.3840
H -4.6336 3.5156 -3.2376
H -5.5779 1.2747 -3.0488
H -4.0820 -0.7157 -2.8214
H 2.7339 -3.1042 -0.8982
H 4.7997 -4.4693 -0.7178
H 7.0206 -3.4194 -1.1307
H 7.1714 -1.0030 -1.7055
H 5.1139 0.3809 -1.8345
H 1.8021 2.2785 -0.1592
H 2.2486 4.5931 -0.9192
H 3.2538 5.0125 -3.1623
H 3.7933 3.0832 -4.6522
H 3.4170 0.7651 -3.8791
F -0.4762 0.7945 6.0746
C -0.7232 0.9754 4.7642
C -0.7491 2.2722 4.2377
F -0.5418 3.3374 5.0432
C -0.9833 2.4562 2.8870
F -0.9792 3.7001 2.3696
C -1.2201 1.3648 2.0108
S -1.5680 1.5982 0.3855
C -1.1786 0.0719 2.5908
F -1.3704 -1.0256 1.8105
C -0.9343 -0.1322 3.9368
F -0.8898 -1.3871 4.4401

Atomic partial charges in e from the Löwdin method, atoms 1 to 2:
1. V 0.78
2. C -0.23

***

Question: total energy of number 3 (C41H37F5P2SV)?
Answer: -111784.427 eV

***

Question: Among the records above, which one has the highest total energy?
Answer: C26H18F3N5O6Os

***

Question: Look up the energy above the lowest of the compared OMol25 structures with the same formula, charge and spin of the third one.
Answer: 0.0 kcal/mol

***

Question: Among the records above, which one has the highest energy above the lowest of the compared OMol25 structures with the same formula, charge and spin?
Answer: C18H32AlBeCsF2Li2N2O9P2